(1)
{
  "formula": "C48H115N7O9Si",
  "method": "wB97M-V/def2-TZVPD",
  "e_tot_ha": -3247.6397,
  "charge": 0,
  "elements": ["C", "C", "C", "C", "C", "C", "C", "C", "C", "C", "Si", "C", "C", "C", "O", "C", "C", "C", "C", "C", "C", "C", "C", "C", "C", "C", "N", "N", "N", "H", "H", "H", "H", "H", "H", "H", "H", "H", "H", "H", "H", "H", "H", "H", "H", "H", "H", "H", "H", "H", "H", "H", "H", "H", "H", "H", "H", "H", "H", "H", "H", "H", "H", "H", "H", "H", "H", "H", "H", "H", "H", "H", "H", "H", "H", "H", "H", "H", "H", "H", "H", "H", "H", "H", "C", "O", "C", "C", "N", "C", "C", "O", "C", "H", "H", "H", "H", "H", "H", "H", "H", "H", "H", "H", "H", "H", "H", "H", "C", "O", "C", "C", "N", "C", "C", "O", "C", "H", "H", "H", "H", "H", "H", "H", "H", "H", "H", "H", "H", "H", "H", "H", "C", "O", "C", "C", "N", "C", "C", "O", "C", "H", "H", "H", "H", "H", "H", "H", "H", "H", "H", "H", "H", "H", "H", "H", "C", "O", "C", "C", "N", "C", "C", "O", "C", "H", "H", "H", "H", "H", "H", "H", "H", "H", "H", "H", "H", "H", "H", "H"],
  "positions_angstrom": [[6.695, -0.268, 2.393], [5.974, 1.088, 2.244], [5.304, 1.316, 0.872], [6.082, 2.258, -0.054], [7.583, 1.922, -0.189], [8.044, 1.596, -1.615], [7.227, 0.459, -2.268], [6.543, 0.874, -3.572], [5.538, -0.123, -4.178], [4.496, -0.713, -3.210], [3.574, -2.225, -3.845], [2.768, -1.778, -5.507], [1.240, -1.590, -5.536], [0.864, -0.137, -5.315], [-0.542, -0.021, -5.122], [2.303, -2.681, -2.526], [1.355, -1.554, -2.100], [0.330, -1.973, -1.041], [-1.023, -1.254, -1.141], [-0.984, 0.257, -1.382], [-2.251, 0.761, -2.070], [-2.241, 2.264, -2.337], [-3.630, 2.843, -2.656], [-4.284, 3.587, -1.481], [4.772, -3.624, -4.257], [5.571, -4.372, -3.167], [6.402, -3.482, -2.354], [4.678, -5.097, -2.270], [6.477, -5.316, -3.845], [6.353, -0.827, 3.264], [6.522, -0.902, 1.519], [7.774, -0.155, 2.505], [6.691, 1.895, 2.415], [5.212, 1.168, 3.021], [5.158, 0.353, 0.369], [4.305, 1.732, 1.022], [5.951, 3.290, 0.282], [5.616, 2.211, -1.043], [8.188, 2.751, 0.187], [7.822, 1.064, 0.446], [9.102, 1.326, -1.579], [7.967, 2.495, -2.236], [6.484, 0.123, -1.545], [7.875, -0.397, -2.486], [7.338, 1.057, -4.303], [6.045, 1.840, -3.431], [4.978, 0.422, -4.945], [6.083, -0.905, -4.719], [4.920, -0.909, -2.223], [3.719, 0.043, -3.041], [3.055, -2.558, -6.218], [3.238, -0.860, -5.882], [0.742, -2.190, -4.769], [0.828, -1.910, -6.495], [1.193, 0.458, -6.175], [1.384, 0.259, -4.433], [-0.880, 0.743, -5.609], [1.715, -3.551, -2.846], [2.878, -3.012, -1.650], [0.813, -1.176, -2.971], [1.949, -0.714, -1.726], [0.750, -1.844, -0.039], [0.151, -3.047, -1.157], [-1.613, -1.727, -1.933], [-1.572, -1.424, -0.210], [-0.859, 0.778, -0.426], [-0.125, 0.529, -2.003], [-3.128, 0.509, -1.461], [-2.352, 0.231, -3.023], [-1.833, 2.770, -1.458], [-1.555, 2.461, -3.167], [-3.575, 3.496, -3.529], [-4.282, 2.011, -2.941], [-4.866, 4.445, -1.825], [-3.537, 3.956, -0.775], [-4.967, 2.932, -0.938], [5.521, -3.176, -4.922], [4.261, -4.373, -4.875], [7.019, -2.938, -2.948], [5.828, -2.828, -1.834], [4.753, -4.793, -1.310], [3.715, -5.070, -2.571], [7.415, -5.188, -3.480], [6.198, -6.250, -3.566], [2.979, 8.040, -0.986], [1.841, 7.389, -1.508], [1.842, 7.240, -2.922], [1.901, 5.779, -3.304], [3.185, 5.202, -2.940], [3.287, 3.763, -3.130], [2.382, 2.872, -2.290], [2.675, 2.903, -0.907], [2.038, 3.920, -0.162], [2.814, 8.163, 0.083], [3.898, 7.464, -1.141], [3.116, 9.029, -1.436], [2.690, 7.778, -3.356], [0.919, 7.679, -3.311], [1.770, 5.692, -4.387], [1.046, 5.276, -2.829], [3.380, 5.424, -1.971], [4.321, 3.473, -2.927], [3.095, 3.542, -4.187], [2.545, 1.839, -2.610], [1.320, 3.094, -2.451], [1.065, 4.177, -0.586], [2.639, 4.833, -0.099], [1.891, 3.541, 0.850], [-9.453, 0.377, 3.689], [-10.267, 0.979, 2.702], [-10.527, 2.362, 2.910], [-9.884, 3.197, 1.826], [-8.435, 3.149, 1.926], [-7.724, 3.800, 0.834], [-7.883, 3.214, -0.563], [-7.326, 1.921, -0.706], [-8.184, 0.841, -0.399], [-9.433, -0.691, 3.477], [-8.429, 0.764, 3.675], [-9.867, 0.526, 4.691], [-10.165, 2.668, 3.896], [-11.611, 2.511, 2.881], [-10.213, 4.235, 1.941], [-10.267, 2.837, 0.860], [-8.143, 2.182, 1.983], [-6.659, 3.792, 1.078], [-8.034, 4.850, 0.799], [-7.335, 3.859, -1.254], [-8.930, 3.206, -0.890], [-9.224, 1.077, -0.645], [-8.139, 0.553, 0.656], [-7.866, -0.011, -1.000], [10.255, -6.273, 6.644], [11.182, -5.286, 6.248], [11.950, -5.623, 5.100], [11.637, -4.689, 3.954], [10.280, -4.893, 3.476], [9.835, -3.941, 2.468], [9.720, -2.478, 2.877], [8.711, -2.228, 3.836], [9.096, -2.359, 5.189], [9.799, -5.929, 7.571], [9.468, -6.431, 5.898], [10.747, -7.233, 6.829], [11.752, -6.659, 4.807], [13.008, -5.535, 5.360], [12.334, -4.893, 3.134], [11.829, -3.663, 4.299], [9.647, -4.864, 4.266], [8.854, -4.264, 2.110], [10.518, -4.001, 1.614], [9.439, -1.908, 1.986], [10.677, -2.074, 3.232], [10.147, -2.091, 5.333], [8.945, -3.372, 5.575], [8.477, -1.677, 5.772], [-15.381, -3.392, 6.067], [-15.708, -2.161, 5.459], [-14.799, -1.104, 5.737], [-14.090, -0.662, 4.477], [-13.196, -1.700, 3.992], [-12.577, -1.416, 2.702], [-13.486, -1.324, 1.485], [-14.110, -2.546, 1.134], [-15.350, -2.802, 1.759], [-16.192, -4.083, 5.845], [-14.443, -3.809, 5.685], [-15.293, -3.290, 7.153], [-14.069, -1.424, 6.487], [-15.368, -0.265, 6.146], [-13.500, 0.233, 4.701], [-14.859, -0.371, 3.746], [-13.708, -2.572, 3.936], [-11.843, -2.203, 2.507], [-12.021, -0.478, 2.786], [-12.864, -1.044, 0.631], [-14.247, -0.542, 1.602], [-15.902, -1.875, 1.945], [-15.242, -3.330, 2.711], [-15.934, -3.428, 1.085]]
}

(2)
{
  "formula": "C8H14N3",
  "method": "wB97M-V/def2-TZVPD",
  "e_tot_ha": -477.2393,
  "charge": 1,
  "relative_energy_kj_mol": 151.16,
  "elements": ["C", "N", "C", "C", "H", "H", "H", "H", "H", "H", "H", "H", "N", "C", "C", "C", "N", "C", "C", "H", "H", "H", "H", "H", "H"],
  "positions_angstrom": [[-1.452, -2.623, -2.109], [-0.187, -1.916, -1.789], [1.039, -2.676, -2.113], [-0.133, -0.617, -1.449], [-1.247, -3.698, -2.187], [-2.186, -2.445, -1.317], [-1.902, -2.308, -3.064], [0.797, -3.739, -2.184], [1.493, -2.369, -3.069], [1.777, -2.508, -1.321], [0.803, -0.118, -1.719], [-1.090, -0.096, -1.518], [0.085, 0.429, 0.280], [1.179, 1.205, 0.499], [1.304, 2.149, 1.508], [0.215, 2.418, 2.374], [0.229, 3.422, 3.295], [-0.909, 1.584, 2.181], [-0.938, 0.663, 1.139], [2.022, 1.067, -0.178], [2.223, 2.720, 1.618], [-0.547, 3.637, 3.890], [1.035, 4.046, 3.413], [-1.773, 1.694, 2.829], [-1.841, 0.079, 0.990]]
}

(3)
{
  "formula": "C3H4AgMgO4",
  "method": "wB97M-V/def2-TZVPD",
  "e_tot_ha": -764.4841,
  "charge": 1,
  "relative_energy_kj_mol": 0.00,
  "elements": ["H", "C", "C", "O", "H", "H", "O", "C", "O", "Ag", "H", "Mg", "O"],
  "positions_angstrom": [[2.261, -0.226, 1.778], [1.492, 0.204, 1.123], [1.048, 1.525, 1.612], [0.253, 0.395, 1.946], [1.539, 1.986, 2.474], [0.572, 2.235, 0.927], [-1.102, -0.455, -0.653], [-1.108, -1.128, -1.725], [-2.250, -1.309, -2.342], [-1.684, -0.065, 1.378], [-2.037, -1.474, -3.294], [1.050, -0.467, -0.834], [-0.035, -1.224, -2.390]]
}

(4)
{
  "formula": "CHNOS",
  "method": "wB97M-V/def2-TZVPD",
  "e_tot_ha": -566.7694,
  "charge": 0,
  "relative_energy_kj_mol": 160.20,
  "elements": ["C", "N", "O", "S", "H"],
  "positions_angstrom": [[-1.310, 0.391, -0.103], [1.558, -0.531, -0.341], [-2.442, 0.486, 0.107], [0.030, -0.516, 0.215], [2.164, 0.170, 0.121]]
}

(5)
{
  "formula": "C4H13MgO3S2",
  "method": "wB97M-V/def2-TZVPD",
  "e_tot_ha": -1381.8430,
  "charge": 1,
  "elements": ["Mg", "O", "H", "C", "S", "O", "C", "H", "H", "H", "H", "H", "H", "C", "S", "O", "C", "H", "H", "H", "H", "H", "H"],
  "positions_angstrom": [[-2.105, -5.055, 0.302], [-2.611, -1.795, 0.005], [-2.811, -0.931, 0.415], [-1.165, 4.029, 1.247], [-2.846, 3.770, 2.128], [-2.561, 3.388, 3.607], [-3.252, 5.565, 2.089], [-0.534, 4.736, 1.786], [-1.520, 4.567, 0.368], [-0.594, 3.118, 1.065], [-3.508, 5.900, 1.084], [-2.499, 6.261, 2.460], [-4.180, 5.880, 2.567], [3.676, -2.928, -1.306], [3.138, -4.644, -1.015], [1.793, -4.468, -0.321], [2.685, -4.881, -2.825], [4.297, -2.889, -2.201], [4.041, -2.390, -0.431], [2.813, -2.389, -1.699], [1.954, -4.139, -3.147], [2.181, -5.846, -2.775], [3.609, -4.859, -3.402]]
}

(6)
{
  "formula": "C36H85BCl2IN5O5P",
  "method": "wB97M-V/def2-TZVPD",
  "e_tot_ha": -3656.7123,
  "charge": -1,
  "elements": ["C", "C", "C", "C", "N", "C", "O", "P", "C", "Cl", "C", "C", "Cl", "C", "I", "C", "C", "O", "C", "O", "B", "O", "O", "H", "H", "H", "H", "H", "H", "H", "H", "H", "H", "H", "H", "H", "H", "H", "H", "H", "H", "H", "H", "H", "H", "H", "H", "H", "C", "C", "N", "C", "C", "C", "C", "H", "H", "H", "H", "H", "H", "H", "H", "H", "H", "H", "H", "H", "H", "H", "C", "C", "N", "C", "C", "C", "C", "H", "H", "H", "H", "H", "H", "H", "H", "H", "H", "H", "H", "H", "H", "H", "C", "C", "N", "C", "C", "C", "C", "H", "H", "H", "H", "H", "H", "H", "H", "H", "H", "H", "H", "H", "H", "H", "C", "C", "N", "C", "C", "C", "C", "H", "H", "H", "H", "H", "H", "H", "H", "H", "H", "H", "H", "H", "H", "H"],
  "positions_angstrom": [[1.215, 1.774, 2.436], [0.162, 1.775, 3.706], [-1.412, 1.762, 3.226], [-1.898, 0.296, 2.605], [-2.799, 0.467, 1.399], [-2.039, 0.879, 0.155], [-0.589, 0.537, 0.052], [-0.335, -0.905, -0.956], [-0.391, -2.655, -1.717], [-1.728, -2.943, -3.022], [0.517, -3.806, -1.324], [0.371, -5.293, -2.051], [1.819, -3.484, -0.039], [0.914, -0.107, -2.157], [1.529, -1.346, -3.849], [0.472, 1.350, -2.767], [0.961, 2.641, -1.821], [-1.802, -0.583, -1.907], [-2.813, 0.041, -1.020], [-4.074, 0.540, -1.588], [-3.937, 1.884, -2.180], [-3.442, 2.080, -3.571], [-4.325, 3.124, -1.441], [2.199, 2.384, 2.725], [0.754, 2.318, 1.485], [1.526, 0.665, 2.138], [0.323, 2.765, 4.338], [0.413, 0.865, 4.406], [-1.593, 2.651, 2.478], [-2.057, 1.991, 4.183], [-1.004, -0.444, 2.449], [-2.581, -0.190, 3.455], [-3.510, 1.218, 1.630], [-2.079, 2.048, 0.181], [0.718, -1.135, 0.029], [-1.164, -1.524, 0.089], [-0.576, -5.796, -1.526], [0.114, -5.238, -3.191], [1.281, -6.000, -1.819], [1.901, 0.094, -1.517], [1.092, 1.484, -3.778], [-0.654, 1.445, -3.073], [1.120, 3.619, -2.445], [0.021, 2.855, -1.118], [1.862, 2.353, -1.123], [-3.194, -0.915, -0.415], [-4.170, 1.647, -4.143], [-3.688, 3.312, -0.689], [6.210, 6.890, 6.081], [5.072, 5.930, 6.417], [4.150, 5.695, 5.302], [2.902, 5.041, 5.706], [3.000, 3.626, 6.264], [4.742, 5.205, 4.059], [5.541, 3.906, 4.121], [5.826, 7.835, 5.683], [6.784, 7.116, 6.985], [6.904, 6.459, 5.352], [4.516, 6.379, 7.250], [5.495, 4.992, 6.795], [2.201, 5.041, 4.861], [2.419, 5.670, 6.465], [3.211, 2.896, 5.480], [2.041, 3.342, 6.711], [3.761, 3.536, 7.043], [5.403, 5.985, 3.662], [3.962, 5.101, 3.296], [6.247, 3.884, 4.956], [6.124, 3.790, 3.203], [4.888, 3.033, 4.194], [2.680, -5.224, 2.938], [3.992, -5.621, 3.610], [4.412, -6.994, 3.317], [5.480, -7.477, 4.196], [6.828, -6.770, 4.116], [4.555, -7.344, 1.905], [5.513, -6.506, 1.062], [1.883, -5.937, 3.173], [2.363, -4.239, 3.296], [2.782, -5.160, 1.851], [3.836, -5.520, 4.691], [4.766, -4.895, 3.338], [5.633, -8.551, 4.028], [5.124, -7.408, 5.232], [7.367, -7.030, 3.203], [7.457, -7.086, 4.956], [6.733, -5.683, 4.173], [3.565, -7.293, 1.435], [4.839, -8.399, 1.814], [5.378, -5.432, 1.214], [5.339, -6.707, 0.001], [6.556, -6.758, 1.265], [-0.906, -0.043, -7.413], [0.409, -0.035, -8.187], [0.617, -1.230, -9.009], [1.993, -1.373, -9.493], [2.515, -0.306, -10.449], [-0.427, -1.539, -9.985], [-0.768, -0.469, -11.018], [-1.008, -0.954, -6.815], [-0.941, 0.812, -6.730], [-1.771, 0.036, -8.079], [1.213, 0.028, -7.442], [0.467, 0.881, -8.785], [2.114, -2.358, -9.962], [2.659, -1.399, -8.621], [2.080, -0.409, -11.445], [3.598, -0.417, -10.564], [2.329, 0.707, -10.085], [-1.347, -1.783, -9.439], [-0.175, -2.467, -10.511], [-0.894, 0.522, -10.573], [-1.711, -0.723, -11.511], [-0.009, -0.405, -11.800], [-9.469, 3.025, 3.248], [-8.539, 2.795, 2.061], [-7.697, 1.602, 2.194], [-6.598, 1.554, 1.227], [-6.965, 1.449, -0.249], [-8.393, 0.336, 2.418], [-9.431, -0.092, 1.385], [-8.913, 3.040, 4.191], [-9.975, 3.991, 3.142], [-10.245, 2.256, 3.313], [-7.893, 3.679, 1.990], [-9.133, 2.769, 1.141], [-5.923, 0.727, 1.483], [-5.989, 2.458, 1.359], [-7.327, 0.452, -0.505], [-6.075, 1.630, -0.861], [-7.717, 2.184, -0.545], [-8.892, 0.385, 3.393], [-7.660, -0.471, 2.533], [-10.115, 0.717, 1.114], [-10.039, -0.906, 1.791], [-8.963, -0.472, 0.474]]
}

(7)
{
  "formula": "C4H9O2",
  "method": "wB97M-V/def2-TZVPD",
  "e_tot_ha": -308.3379,
  "charge": -1,
  "relative_energy_kj_mol": 18.45,
  "elements": ["C", "C", "H", "H", "H", "H", "H", "H", "C", "C", "O", "O", "H", "H", "H"],
  "positions_angstrom": [[-1.474, -0.727, 0.340], [-2.748, -0.318, -0.420], [-1.603, -0.719, 1.418], [-1.151, -1.715, 0.002], [-0.674, -0.010, 0.135], [-2.700, 0.706, -0.769], [-3.622, -0.457, 0.216], [-2.920, -0.974, -1.277], [2.885, 0.185, 0.278], [1.842, 1.198, -0.257], [1.865, 1.466, -1.475], [0.990, 1.545, 0.597], [3.214, 0.479, 1.270], [3.740, 0.109, -0.396], [2.356, -0.766, 0.339]]
}

(8)
{
  "formula": "C5H8O2",
  "method": "wB97M-V/def2-TZVPD",
  "e_tot_ha": -345.7172,
  "charge": 0,
  "relative_energy_kj_mol": 230.44,
  "elements": ["C", "C", "O", "C", "O", "C", "C", "H", "H", "H", "H", "H", "H", "H", "H"],
  "positions_angstrom": [[-0.512, -1.537, 0.702], [-0.220, -0.356, -0.213], [-0.855, -0.645, -1.446], [-0.785, 0.945, 0.422], [-0.195, 2.120, -0.071], [1.228, -0.110, -0.420], [2.324, 0.366, -0.595], [-1.579, -1.540, 0.952], [0.068, -1.461, 1.626], [-0.274, -2.476, 0.199], [-0.689, 0.094, -2.047], [-0.696, 0.871, 1.517], [-1.846, 0.987, 0.156], [0.763, 1.990, 0.010], [3.297, 0.767, -0.772]]
}

(9)
{
  "formula": "C6H12O",
  "method": "wB97M-V/def2-TZVPD",
  "e_tot_ha": -311.0174,
  "charge": 0,
  "relative_energy_kj_mol": 109.95,
  "elements": ["C", "C", "O", "C", "C", "C", "C", "H", "H", "H", "H", "H", "H", "H", "H", "H", "H", "H", "H"],
  "positions_angstrom": [[1.660, -0.807, 0.184], [0.884, 0.362, 0.758], [1.361, 0.785, 2.011], [0.341, 1.411, -0.177], [-0.595, 0.549, 0.647], [-1.574, -0.473, 0.090], [-1.485, -0.678, -1.417], [1.473, -0.950, -0.884], [1.458, -1.749, 0.703], [2.733, -0.598, 0.290], [2.247, 1.148, 1.882], [0.447, 2.457, 0.097], [0.429, 1.208, -1.242], [-0.971, 1.077, 1.520], [-1.698, 0.264, -1.933], [-2.593, -0.146, 0.337], [-1.433, -1.425, 0.619], [-2.199, -1.430, -1.766], [-0.485, -1.005, -1.719]]
}

no.,E_HOMO (eV),gap between HOMO and LUMO (Eh)
1,-8.57,0.336
2,-12.33,0.349
3,-13.48,0.340
4,-9.20,0.294
5,-10.57,0.077
6,-4.68,0.257
7,-3.87,0.293
8,-10.21,0.407
9,-9.55,0.387